Entry 1:
Computed, not measured: 2 unconnected molecules or ions with the total composition C5H14NO2, with ωB97M-V with the def2-TZVPD basis set.

Structure (ORCA input):
```
! wB97M-V def2-TZVPD RIJCOSX def2/J DEFGRID3
* xyz -1 1
C 0.77 -0.78 -0.56
O 1.97 -1.42 -0.51
C 0.58 0.04 0.81
C -0.74 0.85 1.03
C -2.04 0.39 0.29
C -2.09 0.86 -1.17
N 0.67 -1.01 1.83
H -0.01 -1.61 -0.60
H 0.70 -0.26 -1.52
H 1.48 0.67 0.85
H -0.46 1.90 0.81
H -0.98 0.86 2.09
H -2.96 0.56 0.83
H -1.97 -0.70 0.43
H -2.30 1.94 -1.04
H -3.02 0.55 -1.68
H -1.25 0.55 -1.77
H -0.27 -1.38 1.89
H 1.28 -1.74 1.46
H 3.05 -0.79 -1.14
H 3.88 0.55 -0.77
O 3.71 -0.02 -1.53
*
```

Summary:
HOMO-LUMO gap (eV): 7.091
Relative energy (zero: lowest compared OMol25 entry of this formula, charge and spin) (kcal per mole): 15.9



Entry 2:
Computed, not measured: 2 unconnected molecules or ions with the total composition C5H14NO2, with ωB97M-V with the def2-TZVPD basis set.

Structure (ORCA input):
```
! wB97M-V def2-TZVPD RIJCOSX def2/J DEFGRID3
* xyz 0 2
C 1.23 2.30 -0.47
C 0.74 1.16 -1.34
C -0.64 0.62 -0.93
C -0.58 -0.87 -0.57
C 0.26 -1.14 0.69
O -0.41 -0.75 1.85
N 0.74 1.67 -2.75
H 1.46 1.93 0.54
H 2.21 2.62 -0.81
H 0.58 3.17 -0.43
H 1.50 0.40 -1.35
H -0.92 1.09 0.02
H -1.43 0.82 -1.65
H -0.17 -1.45 -1.40
H -1.54 -1.27 -0.23
H 0.61 -2.18 0.66
H 1.24 -0.62 0.66
H 0.50 0.87 -3.34
H -0.06 2.24 -2.88
H -1.78 -2.39 3.65
H -0.60 -1.50 2.41
O -1.13 -2.79 3.04
*
```

Summary:
HOMO-LUMO gap (alpha / beta) (eV): 9.941 / 6.229
Relative energy (zero: lowest compared OMol25 entry of this formula, charge and spin) (kcal per mole): 24.0



Entry 3:
Computed, not measured: 2 unconnected molecules or ions with the total composition C5H14NO2, with ωB97M-V with the def2-TZVPD basis set.

Structure (ORCA input):
```
! wB97M-V def2-TZVPD RIJCOSX def2/J DEFGRID3
* xyz 0 2
C -0.31 1.66 -1.80
C 0.74 0.54 -2.03
N 1.25 -0.09 -0.80
C -0.98 -1.10 -0.22
C 0.36 -0.55 0.27
C 0.07 0.48 1.39
O -0.80 0.02 2.35
H -1.28 1.19 -1.62
H -0.52 2.09 -2.78
H 0.10 2.33 -1.05
H 1.59 0.98 -2.55
H 0.24 -0.29 -2.52
H 2.00 0.49 -0.42
H -0.98 -1.18 -1.30
H -1.15 -2.13 0.10
H -1.83 -0.50 0.09
H 0.98 -1.30 0.76
H 0.95 0.93 1.87
H -0.48 1.36 1.00
H -0.58 -1.45 2.68
H 0.54 -1.41 3.57
O 0.11 -2.08 3.01
*
```

Summary:
HOMO-LUMO gap (alpha / beta) (eV): 9.508 / 6.646
Relative energy (zero: lowest compared OMol25 entry of this formula, charge and spin) (kcal per mole): 23.0



Entry 4:
Computed, not measured: 2 unconnected molecules or ions with the total composition C5H14NO2, with ωB97M-V with the def2-TZVPD basis set.

Structure (ORCA input):
```
! wB97M-V def2-TZVPD RIJCOSX def2/J DEFGRID3
* xyz 1 1
O -0.94 -0.97 2.64
C -0.13 -1.51 1.60
C 0.17 -0.47 0.52
N -1.16 0.21 0.27
C -1.19 0.75 -1.13
C -0.15 -0.05 -1.89
C 0.64 -0.91 -0.87
H -0.53 -0.18 3.01
H 0.76 -1.94 2.03
H -0.69 -2.35 1.21
H 0.85 0.23 0.99
H -1.96 -0.40 0.45
H -1.32 0.98 0.92
H -0.97 1.80 -1.16
H -2.20 0.60 -1.52
H 0.62 0.57 -2.34
H -0.49 -0.61 -2.75
H 0.45 -1.98 -0.93
H 1.71 -0.74 -0.91
H 2.27 2.06 -0.77
H 2.38 2.82 0.51
O 1.88 2.09 0.12
*
```

Summary:
HOMO-LUMO gap (eV): 11.707
Relative energy (zero: lowest compared OMol25 entry of this formula, charge and spin) (kcal per mole): 26.5



Entry 5:
Computed, not measured: 2 unconnected molecules or ions with the total composition C5H14NO2, with ωB97M-V with the def2-TZVPD basis set.

Structure (ORCA input):
```
! wB97M-V def2-TZVPD RIJCOSX def2/J DEFGRID3
* xyz 1 1
C 0.72 1.45 0.98
O -0.39 0.92 1.51
C 1.94 0.41 0.79
C 1.81 -0.49 -0.39
C 0.44 -0.73 -1.04
C -0.49 -1.23 -0.25
N -1.79 -1.59 -0.78
H 0.62 1.89 -0.03
H 1.24 2.27 1.63
H -0.21 0.70 2.56
H 2.95 1.06 0.74
H 2.02 -0.10 1.82
H 2.29 0.06 -1.21
H 2.30 -1.50 -0.31
H 0.42 -0.46 -2.07
H -0.36 -1.61 0.82
H -2.21 -2.17 -0.01
H -1.68 -2.18 -1.59
H -2.31 -0.77 -1.07
H -1.82 1.62 -0.28
H -3.21 1.26 -0.79
O -2.28 1.20 -1.03
*
```

Summary:
HOMO-LUMO gap (eV): 9.907
Relative energy (zero: lowest compared OMol25 entry of this formula, charge and spin) (kcal per mole): 76.1



Entry 6:
Computed, not measured: 2 unconnected molecules or ions with the total composition C5H14NO2, with ωB97M-V with the def2-TZVPD basis set.

Structure (ORCA input):
```
! wB97M-V def2-TZVPD RIJCOSX def2/J DEFGRID3
* xyz 1 1
C -0.98 -0.83 -1.38
O 0.19 -1.60 -1.21
C -1.63 -0.40 -0.06
C -1.01 -0.90 1.33
C 0.51 -0.85 1.36
C 2.29 0.87 0.92
N 1.07 0.39 0.85
H -0.72 0.11 -1.99
H -1.56 -1.48 -2.11
H -0.12 -2.51 -1.37
H -2.68 -0.66 -0.34
H -1.58 0.72 -0.05
H -1.47 -0.23 2.12
H -1.18 -2.01 1.24
H 0.75 -0.88 2.51
H 1.06 -1.60 0.82
H 2.56 1.84 0.29
H 3.04 0.34 1.56
H 0.41 0.83 0.20
H -0.45 3.60 -0.85
H -0.92 2.52 -1.71
O -0.17 2.76 -1.20
*
```

Summary:
HOMO-LUMO gap (eV): 9.211
Relative energy (zero: lowest compared OMol25 entry of this formula, charge and spin) (kcal per mole): 76.1



Entry 7:
Computed, not measured: 2 unconnected molecules or ions with the total composition C5H14NO2, with ωB97M-V with the def2-TZVPD basis set.

Structure (ORCA input):
```
! wB97M-V def2-TZVPD RIJCOSX def2/J DEFGRID3
* xyz 1 1
C -1.93 -0.55 0.47
O -0.68 -1.06 -0.02
C -1.72 0.97 0.42
C -0.36 1.51 0.87
C 0.61 1.38 -0.26
C 0.73 2.13 -1.35
N 1.63 0.28 -0.12
H -2.74 -0.83 -0.22
H -2.13 -0.93 1.46
H -0.52 -2.00 0.06
H -2.54 1.38 1.04
H -1.91 1.36 -0.58
H -0.55 2.53 1.20
H -0.12 1.03 1.83
H 0.06 2.91 -1.67
H 1.56 1.89 -2.01
H 1.63 0.05 0.86
H 2.54 0.65 -0.39
H 1.41 -0.51 -0.73
H 1.45 -3.80 0.39
H 1.59 -4.57 -0.86
O 1.99 -3.83 -0.39
*
```

Summary:
HOMO-LUMO gap (eV): 11.210
Relative energy (zero: lowest compared OMol25 entry of this formula, charge and spin) (kcal per mole): 48.2



Entry 8:
Computed, not measured: 2 unconnected molecules or ions with the total composition C5H14NO2P, with ωB97M-V with the def2-TZVPD basis set.

Structure (ORCA input):
```
! wB97M-V def2-TZVPD RIJCOSX def2/J DEFGRID3
* xyz 0 1
C -2.41 -0.58 -0.79
C -2.03 1.68 0.64
C 3.36 -0.22 0.33
C -1.75 0.75 -0.48
C 0.54 -0.57 1.01
N 0.16 -1.77 0.45
O 1.58 1.85 0.21
O 1.41 -0.10 -1.52
P 1.67 0.43 0.04
H -1.66 -1.38 -0.86
H -2.92 -0.51 -1.82
H -2.97 -0.82 0.07
H -2.89 2.24 0.43
H -2.35 1.28 1.54
H -1.26 2.29 0.68
H 4.13 0.39 -0.03
H 3.47 -0.45 1.33
H 3.66 -1.14 -0.05
H -1.33 1.11 -1.44
H -0.01 -0.24 1.79
H 0.57 -2.63 0.74
H 0.50 -1.73 -0.50
H 0.51 0.11 -1.76
*
```

Summary:
HOMO-LUMO gap (alpha / beta) (eV): 8.807 / 7.444
Relative energy (zero: lowest compared OMol25 entry of this formula, charge and spin) (kcal per mole): 65.5